DFT (wB97M-V/def2-TZVPD) results for a molecular structure, C24H22BN8PReSe2.

Values from the calculation:
highest occupied orbital energy (spin up / spin down): -17.21 / -17.20 eV
E_LUMO (spin up / spin down): -12.1 / -12.1 eV
Kohn-Sham gap (spin up / spin down): 5.09 / 5.08 eV
energy above the lowest of the compared OMol25 structures with the same formula, charge and spin: 0.0 kcal per mole

Geometry as ORCA input:
```
! wB97M-V def2-TZVPD RIJCOSX def2/J DEFGRID3
* xyz 3 3
Re -1.3278 0.5316 -0.2551
C -2.3192 2.5029 -3.9525
C -2.6554 2.0727 -2.6926
N -1.5820 1.4732 -2.1124
N -0.5598 1.5260 -3.0133
C -0.9895 2.1376 -4.1194
B 0.7334 0.8682 -2.5013
N 0.2936 -0.6551 -2.1564
C 0.7602 -1.7751 -2.6953
C -0.0092 -2.8700 -2.2775
C -0.9542 -2.3633 -1.4306
N -0.7847 -1.0112 -1.3546
N 1.0589 1.6619 -1.1414
C 2.1458 2.3679 -0.8614
C 1.9950 3.0167 0.3697
C 0.7703 2.6378 0.8402
N 0.1812 1.8170 -0.0759
N 1.9287 0.8287 -3.3425
C 2.2768 1.2388 -4.6089
C 3.5725 0.8876 -4.8180
C 3.9662 0.2254 -3.6357
N 3.0036 0.2088 -2.7322
H -2.9488 3.0161 -4.6598
H -3.5936 2.1627 -2.1699
H -0.3457 2.2923 -4.9669
H 1.6180 -1.7382 -3.3494
H 0.1159 -3.8981 -2.5749
H -1.7458 -2.8510 -0.8853
H 2.9811 2.3627 -1.5449
H 2.7033 3.6738 0.8464
H 0.2698 2.8886 1.7603
H 1.6025 1.7521 -5.2702
H 4.1609 1.0716 -5.7001
H 4.9268 -0.2102 -3.4029
Se 1.7897 -1.0042 0.9237
P -0.2494 -0.6729 1.6837
Se -3.3044 0.5443 0.6791
C -1.0934 -2.1939 2.0676
C -0.5705 -3.4292 1.6857
C -1.2588 -4.5906 2.0128
C -2.4524 -4.5135 2.7161
C -2.9649 -3.2782 3.1121
C -2.2856 -2.1163 2.7956
C -0.0808 0.3262 3.1523
C 0.8206 -0.1549 4.1118
C 0.9805 0.5327 5.3041
C 0.2440 1.6865 5.5471
C -0.6565 2.1621 4.6002
C -0.8209 1.4846 3.4023
H 0.3813 -3.4941 1.1733
H -0.8530 -5.5543 1.7359
H -2.9799 -5.4207 2.9794
H -3.8802 -3.2296 3.6868
H -2.6633 -1.1625 3.1532
H 1.3743 -1.0735 3.9488
H 1.6716 0.1613 6.0487
H 0.3656 2.2140 6.4838
H -1.2327 3.0556 4.8004
H -1.5297 1.8702 2.6802
*
```

These are the Mulliken partial charges, in e, on atoms 1 to 2: Re 1.060; C -1.201